Entry from the OMol25 dataset: C31H51FN9Tl as an isolated structure (the ωB97M-V functional and the def2-TZVPD basis).

Calculated values
energy relative to the best compared isomer or geometry (same formula, charge and spin) = 0.0206 eV
electronic energy = -53794.9336 eV

Geometry as ORCA input:
```
! RIJCOSX wB97M-V def2-TZVPD def2/J DEFGRID3
* xyz -2 1
Tl -0.030 -0.494 -0.933
C 3.509 -0.179 4.004
N 2.762 0.601 3.054
C 3.520 1.613 2.364
C 1.408 0.378 2.818
N 0.539 1.264 2.484
C 0.693 2.631 2.653
C 1.242 3.201 3.806
C 1.330 4.576 3.979
C 0.850 5.421 2.989
C 0.273 4.876 1.849
C 0.174 3.497 1.656
N -0.518 2.972 0.566
C -0.230 3.297 -0.640
N -1.138 3.100 -1.658
C -0.668 2.612 -2.958
C -2.440 2.590 -1.274
N 0.979 3.858 -1.052
C 2.221 3.382 -0.500
C 1.026 5.038 -1.865
N 1.026 -0.935 2.983
C -0.407 -1.215 2.996
C 1.778 -1.966 2.266
H 4.010 0.488 4.719
H 4.286 -0.788 3.521
H 2.840 -0.842 4.547
H 3.864 2.399 3.048
H 2.915 2.078 1.598
H 4.391 1.164 1.874
H 1.605 2.533 4.580
H 1.763 4.981 4.886
H 0.906 6.498 3.108
H -0.138 5.523 1.082
H 0.322 3.006 -3.168
H -1.354 2.962 -3.735
H -0.594 1.521 -3.002
H -2.792 3.111 -0.387
H -2.405 1.520 -1.044
H -3.133 2.752 -2.103
H 2.073 2.362 -0.150
H 2.597 4.005 0.323
H 2.980 3.336 -1.285
H 0.024 5.289 -2.209
H 1.667 4.895 -2.745
H 1.426 5.893 -1.297
H -0.918 -0.474 3.607
H -0.556 -2.216 3.407
H -0.816 -1.204 1.984
H 2.774 -1.603 2.016
H 1.257 -2.214 1.335
H 1.862 -2.873 2.870
F 0.252 -0.516 -3.370
C -4.042 -3.061 -0.484
C -3.619 -3.024 0.987
C -3.617 -1.580 1.500
C -2.319 -3.773 1.220
C -2.301 -4.781 2.161
C -1.186 -5.595 2.392
C -0.093 -5.430 1.534
C -0.049 -4.450 0.563
C 1.080 -4.358 -0.438
C 0.556 -4.639 -1.850
C 2.270 -5.265 -0.138
C -1.110 -3.431 0.457
N -0.991 -2.339 -0.237
H -4.990 -2.530 -0.632
H -4.167 -4.093 -0.821
H -3.269 -2.589 -1.093
H -4.386 -3.565 1.561
H -2.892 -0.988 0.943
H -3.350 -1.545 2.559
H -4.610 -1.128 1.382
H -3.210 -4.955 2.739
H -1.199 -6.374 3.146
H 0.744 -6.118 1.635
H 1.424 -3.315 -0.440
H 0.194 -5.671 -1.911
H 1.337 -4.505 -2.609
H -0.264 -3.956 -2.074
H 1.974 -6.318 -0.149
H 2.709 -5.055 0.842
H 3.048 -5.140 -0.900
C 2.946 -1.599 -2.573
N 3.544 -1.191 -1.292
C 4.288 -2.215 -0.572
C 4.055 0.033 -1.220
N 4.508 1.094 -1.115
H 2.432 -2.545 -2.417
H 3.740 -1.715 -3.321
H 2.188 -0.882 -2.909
H 3.614 -3.035 -0.336
H 4.675 -1.801 0.359
H 5.128 -2.600 -1.166
*
```

Results of the Mulliken charge analysis, in e, for atoms 1 through 8: 0.481, -1.288, 0.881, -1.139, 0.354, -0.144, -0.198, -0.249